(1)
ORCA calculation (ωB97M-V/def2-TZVPD) on C19H19HgN3O7SeTe as an isolated structure.

Structure (ORCA input):
```
! wB97M-V def2-TZVPD RIJCOSX def2/J DEFGRID3
* xyz -1 2
Hg -0.1589 -0.8851 0.8940
O 0.9505 -4.2499 3.4674
C 0.6180 -3.3716 2.4985
O -0.4562 -2.8374 2.4738
C 1.7014 -3.1884 1.4917
C 2.9007 -3.8724 1.5851
C 3.8439 -3.6893 0.5812
C 3.5533 -2.8368 -0.4622
C 2.3295 -2.1637 -0.4559
N 1.4341 -2.3366 0.4984
C 2.0165 -1.1230 -1.5294
O 2.6072 -1.5757 -2.7289
O 0.7387 -0.8340 -1.6230
H 0.2181 -4.2641 4.0954
H 3.0801 -4.5408 2.4138
H 4.7926 -4.2097 0.6182
H 4.2486 -2.6573 -1.2676
H 2.3237 -0.9416 -3.3955
N -2.5389 -3.6349 -2.0288
C -2.0022 -2.9543 -0.9649
O -1.0676 -3.4123 -0.3415
C -2.7040 -1.6387 -0.6576
C -2.3349 -1.0298 0.6920
H -2.0042 -4.4001 -2.4029
H -3.1793 -3.1702 -2.6467
H -3.7829 -1.8209 -0.7371
H -2.4291 -0.9435 -1.4589
H -2.6819 -1.6706 1.5033
H -2.8198 -0.0607 0.7979
O 2.2883 0.8137 -0.1632
O 2.8526 0.0514 -1.2172
C -1.6652 2.3675 -1.2892
Te 0.4779 1.5743 -1.0963
C 0.3615 3.0690 0.4701
C -0.4277 4.1752 -0.1534
C -0.1806 5.5169 0.1085
C -0.8803 6.5106 -0.5641
C -1.8187 6.1605 -1.5238
C -2.0800 4.8224 -1.7826
C -1.4160 3.8161 -1.0836
H -2.2334 1.9252 -0.4690
H -2.1516 2.1505 -2.2395
H 1.3573 3.3823 0.7745
H -0.1392 2.6278 1.3325
H 0.5781 5.7809 0.8363
H -0.6814 7.5524 -0.3436
H -2.3489 6.9293 -2.0734
H -2.8175 4.5499 -2.5295
Se 1.4482 0.3514 2.7049
C 0.4443 0.1444 4.2058
N -0.1647 0.0415 5.1858
*
```

Summary:
HOMO (alpha / beta) = -0.1460 / -0.1749 Ha
expectation value of S² = 0.76
gap between HOMO and LUMO (alpha / beta) = 6.356 / 6.769 eV
energy above the lowest of the compared OMol25 structures with the same formula, charge and spin = 0.544 eV

(2)
ORCA calculation (ωB97M-V/def2-TZVPD) on C19H19IN8RuS2 as an isolated structure.

Structure (ORCA input):
```
! wB97M-V def2-TZVPD RIJCOSX def2/J DEFGRID3
* xyz 1 2
Ru 0.5666 0.2780 -0.2784
C -4.4759 0.3538 -1.2056
S -4.0697 -0.1569 0.4914
C -2.3683 0.2663 0.4471
S -1.1985 -1.0436 0.6254
N -2.0195 1.5043 0.3324
N -0.7070 1.7092 0.2365
C -0.2009 2.8988 0.4070
C 1.2017 2.9484 0.6905
C 1.8730 4.1123 1.0720
C 3.1595 4.0229 1.5619
C 3.7732 2.7773 1.6574
C 3.0868 1.6714 1.1936
N 1.8544 1.7499 0.7007
H -5.5597 0.3562 -1.2846
H -4.0485 -0.3583 -1.9069
H -4.0824 1.3502 -1.3882
H -0.8507 3.7643 0.4398
H 1.3613 5.0625 1.0012
H 3.6843 4.9137 1.8791
H 4.7636 2.6626 2.0720
H 3.5377 0.6863 1.2076
I -0.3651 0.3268 -2.7674
C 3.3540 0.2284 -2.2043
C 3.0930 -0.9712 -1.3682
N 2.0496 -1.1430 -0.5601
C 2.1846 -2.3788 0.0356
C 3.3187 -2.9584 -0.4216
N 3.8868 -2.0663 -1.3034
C 5.0851 -2.3258 -2.0987
N 4.7806 -2.5978 -3.4692
N 4.7824 -1.5925 -4.3870
N 4.3384 -2.0306 -5.4903
C 4.0048 -3.3613 -5.3528
C 3.4752 -4.2811 -6.2584
C 3.2531 -5.5591 -5.7976
C 3.5389 -5.9278 -4.4716
C 4.0540 -5.0321 -3.5599
C 4.2821 -3.7415 -4.0310
H 2.8376 1.0945 -1.7920
H 2.9952 0.0788 -3.2217
H 4.4192 0.4493 -2.2635
H 1.4613 -2.7497 0.7404
H 3.7665 -3.9124 -0.2040
H 5.5896 -3.1807 -1.6555
H 5.7408 -1.4580 -2.0750
H 3.2482 -3.9909 -7.2748
H 2.8450 -6.3012 -6.4700
H 3.3503 -6.9465 -4.1595
H 4.2754 -5.3231 -2.5410
*
```

Summary:
HOMO (alpha / beta) = -0.4117 / -0.4097 Ha
expectation value of S² = 0.83
gap between HOMO and LUMO (alpha / beta) = 6.014 / 6.384 eV
energy above the lowest of the compared OMol25 structures with the same formula, charge and spin = 0.478 eV

(3)
ORCA calculation (ωB97M-V/def2-TZVPD) on an isolated molecule of C19H19N.

Structure (ORCA input):
```
! wB97M-V def2-TZVPD RIJCOSX def2/J DEFGRID3
* xyz 0 1
C -1.9865 -3.1580 -0.5649
N -1.4681 -1.8425 -1.0054
C -1.2819 -1.7283 -2.4751
C -1.2213 -0.2976 -2.9864
C -0.3560 0.5861 -2.1190
C 0.0956 1.8299 -2.5992
C 0.8717 2.6823 -1.7795
C 1.1157 2.3314 -0.4585
C 0.5610 1.1728 -0.0099
C -0.1230 0.2234 -0.7895
C -0.4058 -1.1450 -0.2072
C 0.9458 -1.9191 -0.1734
C -0.8096 -0.9141 1.2919
C 0.0937 0.0595 2.0721
C 0.1930 0.1204 3.4779
C 0.9184 1.1700 4.0708
C 1.5096 2.1811 3.2603
C 1.4090 2.1342 1.8701
C 0.7091 1.0670 1.3573
C 1.7848 3.0125 0.7112
H -2.4605 -3.0460 0.4129
H -2.7095 -3.5538 -1.2627
H -1.1698 -3.8494 -0.5127
H -2.1273 -2.1527 -2.9725
H -0.4003 -2.2853 -2.7928
H -0.7975 -0.3058 -3.9876
H -2.2353 0.0471 -3.0779
H -0.1353 2.0934 -3.6160
H 1.2352 3.6269 -2.1599
H 1.6516 -1.5100 0.5633
H 1.4038 -1.9160 -1.1969
H 0.7634 -2.9591 0.1557
H -0.8840 -1.8291 1.8379
H -1.8548 -0.5404 1.2946
H -0.3137 -0.6501 4.0668
H 1.0572 1.1529 5.1549
H 2.0709 3.0445 3.6938
H 1.4607 4.0256 0.8312
H 2.8902 3.0412 0.6247
*
```

Summary:
HOMO = -0.2869 Ha
SMILES = CN1CCc2ccc3c4c2[C@@]1(C)Cc1cccc(c1-4)C3
gap between HOMO and LUMO = 8.656 eV
energy above the lowest of the compared OMol25 structures with the same formula, charge and spin = 0.000 eV

(4)
ORCA calculation (ωB97M-V/def2-TZVPD) on C19H19N2O2PPtS as an isolated structure.

Structure (ORCA input):
```
! wB97M-V def2-TZVPD RIJCOSX def2/J DEFGRID3
* xyz 0 1
Pt 2.5382 -0.1489 -0.0629
N 1.0258 -0.6026 2.9316
C 0.0186 0.3142 2.7936
C -0.5855 0.8346 3.9502
C -1.5477 1.8159 3.8826
C -1.9587 2.3160 2.6514
C -1.3772 1.8143 1.5054
C -0.3960 0.8156 1.5387
P 0.3135 0.2381 -0.0324
C -0.6745 -1.2294 -0.4801
C -1.6215 -1.7744 0.3751
C -2.3274 -2.9134 0.0032
C -2.0990 -3.5016 -1.2298
C -1.1571 -2.9538 -2.0942
C -0.4429 -1.8309 -1.7171
C -0.1606 1.4919 -1.2464
C 0.7209 2.5407 -1.4957
C 0.3733 3.5510 -2.3793
C -0.8564 3.5137 -3.0208
C -1.7366 2.4677 -2.7811
C -1.3927 1.4564 -1.8969
H 1.2331 -1.2831 2.2072
H 1.1839 -0.9371 3.8671
H -0.2668 0.4544 4.9138
H -1.9820 2.1985 4.7977
H -2.7167 3.0842 2.5883
H -1.6938 2.2066 0.5485
H -1.8159 -1.3111 1.3345
H -3.0594 -3.3350 0.6798
H -2.6501 -4.3869 -1.5196
H -0.9731 -3.4115 -3.0577
H 0.3035 -1.4169 -2.3867
H 1.6849 2.5676 -1.0001
H 1.0632 4.3624 -2.5688
H -1.1274 4.2987 -3.7149
H -2.6944 2.4379 -3.2841
H -2.0801 0.6403 -1.7139
O 6.9704 0.4293 -0.3149
S 5.8091 -0.4153 -0.1071
N 4.4553 0.1779 -0.2559
C 2.3566 -2.9494 -0.4783
O 1.9150 -1.9468 0.4191
H 1.5039 -3.5465 -0.8127
H 3.0794 -3.5980 0.0273
H 2.8448 -2.5354 -1.3634
*
```

Summary:
HOMO = -0.3040 Ha
gap between HOMO and LUMO = 7.653 eV
energy above the lowest of the compared OMol25 structures with the same formula, charge and spin = 0.000 eV

(5)
ORCA calculation (ωB97M-V/def2-TZVPD) on an isolated molecule of C19H19N3O2.

Structure (ORCA input):
```
! wB97M-V def2-TZVPD RIJCOSX def2/J DEFGRID3
* xyz 0 1
H 5.2261 -2.6525 -1.4522
N 5.1810 -2.6116 -0.4013
C 3.9012 -2.1939 -0.1279
N 3.5488 -2.0300 1.3580
N 2.8519 -1.8392 -1.1592
C 3.3036 -0.7301 -2.0925
C 3.6748 0.6850 -1.3387
C 2.3647 1.6283 -1.0094
C 1.8076 1.1449 0.4922
C 0.3839 1.8400 0.9107
C 0.4395 3.4462 1.3337
C -0.9328 4.2563 1.8022
C -2.3380 3.4114 1.7958
C -2.3835 1.7915 1.3859
C -1.0021 0.9669 0.9426
C -1.1822 -0.6116 0.5476
O -0.2487 -1.5639 0.5834
C -2.7149 -1.1059 0.0994
C -3.0001 -2.4574 -0.8233
C -4.5271 -2.9833 -1.2351
C -5.8717 -2.1797 -0.7400
C -5.5949 -0.7924 0.1521
C -4.0914 -0.2739 0.5586
C -3.8864 1.1003 1.4393
O -4.9281 1.6406 2.1312
H 2.5446 -2.2630 1.5195
H 4.0836 -2.7512 1.9179
H 2.5857 -2.7154 -1.6989
H 2.3709 -0.4973 -2.7958
H 4.1689 -1.0674 -2.8429
H 4.3514 1.2986 -2.1000
H 4.3090 0.5579 -0.3561
H 2.7560 2.7448 -0.8469
H 1.5320 1.6134 -1.8313
H 1.8510 -0.0185 0.6066
H 2.6207 1.5745 1.2537
H 1.4544 4.0731 1.3391
H -0.9227 5.3967 2.1296
H -3.3379 3.9761 2.1213
H -2.1041 -3.1141 -1.2331
H -4.6954 -3.9694 -1.8646
H -6.9858 -2.5125 -0.9747
H -6.5637 -0.2123 0.5034
*
```

Summary:
HOMO = -0.3244 Ha
SMILES = [H]/N=C(/N)NCCCCc1cccc2c1C(=O)c1ccccc1C2=O
gap between HOMO and LUMO = 6.948 eV
energy above the lowest of the compared OMol25 structures with the same formula, charge and spin = 22.934 eV

(6)
ORCA calculation (ωB97M-V/def2-TZVPD) on an isolated molecule of C19H19N3O3S.

Structure (ORCA input):
```
! wB97M-V def2-TZVPD RIJCOSX def2/J DEFGRID3
* xyz 0 1
C -5.6619 -2.8338 0.9491
C -4.7215 -1.7681 0.4724
C -3.7501 -2.0344 -0.4791
C -2.8703 -1.0565 -0.9162
C -2.9613 0.2241 -0.3925
O -2.1597 1.2855 -0.7424
C -1.2288 1.1337 -1.7922
C -0.0198 0.3482 -1.4107
N 0.2001 -0.8942 -1.7288
N 1.3927 -1.2608 -1.2435
C 1.9053 -0.2235 -0.6376
S 3.4338 -0.1817 0.1850
C 3.8282 -1.9784 0.0611
C 3.1127 -2.7692 1.1368
C 5.3337 -2.0788 0.1682
O 5.9360 -2.4769 1.1254
O 5.9329 -1.6630 -0.9513
N 1.0506 0.8457 -0.7026
C 1.2519 2.1429 -0.1916
C 0.2533 2.7599 0.5516
C 0.4645 4.0347 1.0453
C 1.6618 4.6885 0.8077
C 2.6538 4.0675 0.0671
C 2.4539 2.7961 -0.4378
C -3.9290 0.5058 0.5702
C -4.7942 -0.4800 0.9937
H -5.6094 -3.7118 0.3106
H -6.6864 -2.4660 0.9574
H -5.4074 -3.1336 1.9660
H -3.6673 -3.0283 -0.8945
H -2.1133 -1.3126 -1.6399
H -1.6921 0.6546 -2.6621
H -0.9320 2.1559 -2.0509
H 3.5046 -2.2628 -0.9420
H 2.0379 -2.6559 1.0238
H 3.3668 -3.8225 1.0422
H 3.4176 -2.4280 2.1233
H 6.8980 -1.7118 -0.8618
H -0.6774 2.2472 0.7374
H -0.3107 4.5150 1.6226
H 1.8223 5.6814 1.1995
H 3.5875 4.5743 -0.1229
H 3.2198 2.3121 -1.0240
H -3.9862 1.5071 0.9687
H -5.5410 -0.2477 1.7393
*
```

Summary:
HOMO = -0.3069 Ha
SMILES = Cc1ccc(OCc2nnc(S[C@H](C)C(=O)O)n2-c2ccccc2)cc1
gap between HOMO and LUMO = 8.928 eV
energy above the lowest of the compared OMol25 structures with the same formula, charge and spin = 1.632 eV

(7)
ORCA calculation (ωB97M-V/def2-TZVPD) on C19H19N3O4S as an isolated structure.

Structure (ORCA input):
```
! wB97M-V def2-TZVPD RIJCOSX def2/J DEFGRID3
* xyz 0 1
O -0.2207 -3.6465 0.1009
C -0.0418 -2.5998 0.6083
N 1.0835 -1.7524 0.6007
C 1.1817 -0.5973 1.2427
H 0.3563 -0.5104 1.8204
C 1.1937 0.4529 0.2527
N 2.2484 0.1103 -0.5340
C 3.6053 0.6846 -0.5225
C 4.7030 -0.1068 -0.7124
C 6.0660 0.3063 -0.3790
C 6.1589 1.8359 0.1246
C 5.0054 2.5368 0.2146
C 3.8608 1.7862 -0.0486
H 3.0212 2.7203 0.2462
H 5.2263 3.4362 0.5463
H 7.1407 1.9758 0.4300
H 6.9134 -0.4532 -0.4920
H 4.6202 -1.1974 -0.8959
C 2.2109 -0.9378 -1.3944
H 2.8591 -1.2057 -1.9414
C 1.9533 -2.1751 -0.3821
H 1.6406 -3.0254 -0.6124
H 2.9252 -2.1506 0.3332
H 1.0852 -0.9316 -1.6837
H 1.3979 1.6693 0.4514
H 0.4082 0.6030 -0.3950
H 2.0827 -0.7997 1.8228
C -1.3615 -1.9167 1.3845
N -2.0109 -0.9075 0.9428
C -2.0972 0.2500 1.5818
O -1.7997 0.5930 2.6126
C -2.8170 1.2496 0.4869
C -2.9939 0.8600 -0.6534
C -3.6557 1.4814 -1.6442
C -4.0494 2.8280 -1.2486
C -3.7416 3.5641 0.0705
C -3.1381 2.5646 0.8076
H -2.9779 2.9224 2.2507
H -4.1055 4.4063 0.3160
H -4.6155 3.6611 -1.8804
H -3.7268 1.1561 -2.4572
S -2.5288 -0.7670 -0.5761
O -3.4983 -1.8549 -1.0213
O -1.2573 -0.9992 -1.5918
H -1.2549 -1.8159 2.3901
H -2.0073 -2.9243 1.3502
*
```

Summary:
HOMO = -0.2692 Ha
gap between HOMO and LUMO = 6.846 eV
energy above the lowest of the compared OMol25 structures with the same formula, charge and spin = 19.906 eV

(8)
ORCA calculation (ωB97M-V/def2-TZVPD) on C19H19N4Se4Ti as an isolated structure.

Structure (ORCA input):
```
! wB97M-V def2-TZVPD RIJCOSX def2/J DEFGRID3
* xyz -1 1
Ti -0.4190 -0.4852 -0.2663
C 0.2645 -1.5477 2.6827
N -0.0037 -0.2270 2.0666
C -1.0726 0.4150 2.8464
C 1.2243 0.5835 2.1636
C 2.2252 0.0632 1.1824
C 3.5840 0.1887 1.4542
C 4.5139 -0.2422 0.5207
C 4.0592 -0.7898 -0.6732
C 2.6973 -0.9115 -0.9251
C 1.7215 -0.4996 -0.0008
H 0.6225 -1.3885 3.7082
H 1.0260 -2.0688 2.1105
H -0.6520 -2.1273 2.6588
H -0.7890 0.4505 3.9060
H -1.9818 -0.1683 2.7135
H -1.2303 1.4326 2.4940
H 1.6048 0.5822 3.1938
H 0.9438 1.6163 1.9363
H 3.9106 0.6208 2.3961
H 5.5756 -0.1528 0.7223
H 4.7701 -1.1215 -1.4223
H 2.3659 -1.3169 -1.8686
Se 0.5291 1.6561 -2.8244
Se -1.1938 0.0678 -2.9214
Se -0.1387 -1.9445 -2.4238
Se -2.2253 -1.8321 0.4464
N -9.4055 5.1123 -0.0153
C -8.3276 4.7171 -0.0185
C -6.9558 4.2142 -0.0223
C -6.7153 2.8487 -0.0037
C -5.4140 2.3718 -0.0014
C -4.3575 3.2715 -0.0206
C -4.5945 4.6350 -0.0424
C -5.8996 5.1070 -0.0421
N -3.0135 2.7971 -0.0171
C -1.8386 3.5536 0.0843
C -0.8289 2.6592 0.0167
N -1.3541 1.3787 -0.0778
C -2.6486 1.5000 -0.1034
H -7.5405 2.1498 0.0106
H -5.2413 1.3053 0.0187
H -3.7752 5.3364 -0.0722
H -6.0883 6.1714 -0.0625
H -1.8289 4.6254 0.1369
H 0.2314 2.8254 -0.0129
H -3.3044 0.6475 -0.1757
*
```

Summary:
HOMO = -0.1324 Ha
gap between HOMO and LUMO = 5.237 eV

One value per record, in order, for F_max: 2.359 1.857 3.053 0.371 8.577 1.185 16.903 2.206 eV/A.